[1]
# C49H48NO6P2Pd

C49H48NO6P2Pd as an isolated structure (ωB97M-V with the def2-TZVPD basis set, the Open Molecules 2025 dataset).

Structure (XYZ):
```
107
Properties=species:S:1:pos:R:3:forces:R:3
C -5.702032 -0.904888 -0.895840 0.31 0.01 0.03
C 1.270567 2.643603 4.593043 0.62 0.66 0.78
C 1.824194 1.407383 -3.262281 0.07 0.20 -0.13
H -0.979917 -0.330364 -6.168240 -0.09 0.23 0.12
H 0.377852 2.168868 7.845442 0.06 0.04 -0.08
C 4.486439 0.807295 4.481279 0.01 0.10 -0.09
C 0.388265 2.051875 6.767980 -0.09 -0.06 0.19
H -4.149249 -0.126065 -4.354735 0.09 0.02 0.14
H 2.798061 4.575794 -3.967097 -0.10 0.00 0.03
H 2.041485 0.318812 -0.012765 0.27 -0.33 -0.67
P 0.028440 0.098163 1.964378 0.16 0.52 -0.45
H 5.301153 1.227208 5.061490 -0.13 -0.02 -0.03
C 1.679219 0.257671 -1.047332 -0.42 0.51 0.14
C -4.314127 -0.784889 -1.031227 -1.08 -0.59 0.54
H -6.613596 -0.318783 -4.108295 0.17 -0.06 0.16
H 0.993939 -6.191583 -3.234603 0.31 0.00 0.26
H 1.381894 -1.978141 0.362106 0.41 -0.25 -0.35
H -2.475637 3.779968 -1.357628 -0.14 -0.04 0.26
C -1.872549 4.857490 0.389567 -0.11 -0.27 -0.03
C 2.716802 -0.819097 4.216791 0.68 0.00 0.95
C 2.914252 -3.952421 -3.712118 -0.19 0.10 -0.71
H -2.227907 3.721075 -6.802855 0.06 -0.11 0.20
O -1.616588 2.326229 -2.504142 -0.66 -1.50 -0.88
C 1.265124 2.785610 5.985070 0.09 0.18 -0.26
C -1.109428 -1.856935 3.349432 -0.02 1.38 -0.59
C -1.249671 0.650818 -5.777204 0.12 0.05 0.34
C 2.109572 2.542694 -4.009730 -0.05 -0.16 -0.05
H -0.921917 0.065261 -3.753486 0.13 0.26 -0.23
C 1.924115 1.445322 -1.867597 -0.17 -0.12 0.14
H -2.129336 4.136441 -4.358259 -0.05 -0.06 0.12
C 3.150828 -6.247474 -2.827098 -0.05 0.34 -0.04
C 1.730920 -5.695206 -2.572929 -0.51 -0.34 -0.42
H 3.643840 -6.494904 -1.884599 -0.05 0.05 -0.10
C -1.637121 4.794339 1.758312 0.06 0.09 0.01
C -1.372997 -3.222439 5.279117 -0.19 0.23 -0.08
C 3.916745 -5.119563 -3.571531 -0.28 -0.02 0.17
C 0.402112 1.756830 4.032655 -0.04 -0.63 -1.36
O 1.360263 -0.852088 2.280999 -0.23 1.50 0.55
O 0.427072 1.569894 2.613324 -0.75 -1.52 0.81
P -1.785760 0.990013 -1.529945 1.20 0.32 0.67
H -7.604137 -0.767891 -1.884629 0.09 -0.08 -0.03
H -6.137233 -1.109976 0.082060 0.16 0.04 -0.24
C 2.258713 2.649052 -1.233031 0.06 0.02 -0.07
N 1.762329 -4.255588 -2.856813 0.46 0.03 0.46
C 2.452909 -0.292022 2.981816 -0.94 -0.39 -0.08
H 1.961287 3.217282 3.991230 -0.04 -0.05 -0.09
H -2.371776 1.519700 2.280768 -0.17 0.15 -0.15
C -1.643007 -2.029649 4.595159 -0.22 -0.67 1.00
C -6.526937 -0.727409 -1.999512 0.03 0.06 0.02
H -1.730150 5.796722 -0.145645 -0.06 -0.29 0.10
H 0.549541 -2.974584 -0.970580 -0.16 0.26 0.05
H 1.525047 0.498246 -3.776398 0.13 0.16 0.10
C -3.795795 -0.504263 -2.271140 -0.08 0.28 -0.13
H -1.188330 0.348015 4.344469 0.12 0.39 0.07
H 4.796781 -4.807811 -3.005409 -0.10 -0.03 -0.04
C -1.634453 1.667777 -6.640072 -0.01 -0.09 -0.04
C -1.557786 2.119566 -3.919830 -0.13 -0.14 1.53
H -1.292056 5.672223 2.290408 -0.05 -0.01 -0.01
H -1.216924 0.614665 6.760901 0.19 0.07 -0.15
C -1.833150 3.606757 2.445504 -0.26 -0.29 -0.19
H 0.481818 -4.799939 2.920475 -0.13 0.24 0.10
H 4.266127 -5.456500 -4.550392 -0.06 0.09 0.12
O -1.291399 -0.581013 2.704842 1.18 -1.19 0.19
C -2.465733 2.553448 0.410669 -0.31 -1.30 -1.17
C -5.969110 -0.464479 -3.243484 0.24 0.03 -0.15
H 0.893540 -3.918101 -3.253774 0.16 -0.21 -0.06
C -0.496859 1.171693 6.162921 0.10 0.17 -0.07
C 0.943136 -2.022972 -0.629279 0.50 1.10 -0.17
C 3.144431 0.778405 2.471662 1.05 0.51 -0.08
H -1.642989 3.552239 3.515171 -0.07 0.00 -0.21
C -1.891767 3.155466 -4.746674 -0.24 0.48 -0.89
H -1.700108 1.477165 -7.704977 0.03 0.07 0.07
C -4.581501 -0.351006 -3.385796 -0.94 0.00 -0.42
H -2.266377 -1.279055 5.063165 0.05 0.05 -0.10
C -0.359977 -2.820414 2.726775 0.24 -1.50 -0.12
C 3.744892 -0.252557 4.976557 -0.20 -0.36 0.12
C -1.939487 2.919047 -6.126793 0.03 0.22 0.23
C -2.255137 2.463060 1.756348 0.19 0.18 1.01
H 2.261217 2.705553 -0.145275 0.05 -0.04 -0.18
H -0.384667 -5.129691 5.219192 -0.03 0.08 -0.03
H 2.144242 -1.656479 4.601403 -0.06 0.12 -0.11
C -1.209010 0.883503 -4.398029 0.57 -0.80 -1.51
H -3.684569 -0.899032 -0.157346 0.04 -0.02 -0.15
H -1.776887 -3.370974 6.278464 0.05 0.05 -0.22
O -2.837422 1.347585 -0.316441 -0.10 1.46 -1.00
H 2.930723 1.205760 1.497420 -0.09 -0.11 0.19
C -2.295262 3.713916 -0.297404 0.09 1.62 0.19
H 3.365642 -2.998437 -3.420437 -0.02 -0.06 -0.02
H 1.410750 -5.872599 -1.541597 0.02 -0.01 -0.08
C -0.102638 -4.016937 3.403531 -0.11 0.22 -0.21
H 3.954450 -0.644956 5.970246 -0.02 0.03 -0.24
H 1.949902 3.487548 6.455615 -0.10 -0.13 -0.13
C -0.597121 -4.208885 4.688315 0.03 0.02 -0.01
C -0.481167 1.023531 4.779854 -0.66 -0.12 1.39
Pd -0.311510 -0.181485 -0.243816 0.26 0.06 -1.02
C 1.187076 -0.969506 -1.543620 0.46 -1.72 0.37
H 3.114947 -7.162936 -3.421998 -0.04 0.12 0.10
H 2.007173 2.516085 -5.091677 0.09 -0.03 0.17
O -2.421976 -0.262928 -2.399377 -0.59 1.10 1.53
H 2.583637 -3.847640 -4.765854 0.28 -0.05 0.31
C 2.517022 3.712100 -3.377265 -0.07 -0.10 0.13
H 0.932577 -1.088171 -2.585938 0.09 -0.02 -0.05
H 2.841211 4.699501 -1.493288 -0.03 -0.16 -0.07
H 4.760655 2.163702 2.833576 -0.19 -0.24 0.07
C 2.565319 3.771764 -1.986981 0.00 0.05 0.08
H 0.028058 -2.695090 1.723802 -0.20 0.03 0.21
C 4.183932 1.326087 3.228802 -0.04 -0.04 -0.26
```
Forces are in eV/Å.

## Properties
Total charge: +1
Calculated total energy: -3212.58866 Eh
Energy above the lowest of the compared OMol25 structures with the same formula, charge and spin: 25.0 kJ/mol
Kohn-Sham gap: 0.240 hartree
LUMO: -4.017 eV


[2]
# C49H50BCsF4N2O3P2

C49H50BCsF4N2O3P2 as an isolated structure (ωB97M-V with the def2-TZVPD basis set, the Open Molecules 2025 dataset).

Structure (XYZ):
```
112
Properties=species:S:1:pos:R:3:forces:R:3
C 3.381952 -0.964667 -4.575914 0.10 0.76 -1.90
F -4.079169 -2.312737 -0.816935 -0.54 -0.52 0.75
C 5.839048 -3.922758 -1.613160 -0.94 0.27 0.49
C -3.210533 3.132122 0.231964 0.09 -1.06 0.60
C -1.871401 3.378117 -0.137751 0.04 0.66 -0.87
C -1.862709 3.272894 2.888814 0.51 -0.08 -0.41
C 0.045383 -1.566914 4.100802 0.06 -1.54 0.16
H 0.621536 -1.333326 3.214750 0.64 0.04 0.14
C 6.394197 0.563410 1.465824 0.30 0.48 -0.12
C -1.226869 2.448667 5.063908 -0.07 0.62 1.26
H -0.292177 5.147809 1.051926 0.63 -0.13 0.30
H 0.257376 0.573919 2.582194 0.03 0.43 -0.05
H 6.038014 -1.138701 0.254985 0.40 -1.41 -0.49
C -1.920685 3.339627 4.282501 -0.56 0.55 0.56
C 4.011147 -2.533865 -0.756118 -1.38 1.86 0.55
C 2.262945 3.024701 0.232917 -0.67 0.47 1.34
F -3.864389 -4.391513 0.150615 -0.67 0.42 0.39
N -4.741438 0.701018 -3.559783 -0.74 -0.48 0.41
C -1.884000 -1.879135 2.528612 1.01 -1.47 -0.54
H -3.500731 2.221861 0.803916 0.66 0.75 -0.38
H -0.597110 4.632968 -1.375967 -0.67 0.12 0.55
H 0.098779 -2.651602 4.291664 0.15 0.08 -0.40
C -4.732541 0.266039 -2.206238 -0.04 1.22 -1.22
N -3.868965 1.601060 -4.172522 0.10 0.34 0.15
C -2.441613 -4.200007 -3.634120 0.48 0.96 0.47
C 5.161788 -2.717211 -1.568525 1.26 -0.26 -0.56
H -3.328508 -1.437535 4.752911 -0.06 -0.43 -0.17
C -1.606429 4.504818 -0.938902 0.25 -0.04 0.31
H 0.435821 -1.144143 5.021027 0.05 0.38 -0.14
H 4.034799 0.575686 -5.903709 0.32 0.06 -0.39
H 3.640669 1.756609 -1.863156 0.06 0.13 0.55
C -3.872997 5.240195 -0.662088 -1.00 0.58 -0.52
C 1.759384 5.756822 0.747526 0.01 0.25 -0.09
H 4.166561 3.071318 2.075474 0.19 -0.22 -0.05
C 3.600364 0.977552 -2.595596 0.55 0.19 -0.95
H -2.265347 6.467159 -1.489015 -0.38 -0.37 -0.22
H -5.532422 -0.938537 -0.081659 -0.77 0.90 0.18
C 5.920521 1.796668 1.910222 -0.39 -0.59 0.15
H -6.130520 0.841374 -0.103270 0.37 -0.72 -0.13
H -5.202112 3.906454 0.420084 0.21 -0.12 -0.58
O -3.752613 0.370868 -1.480206 -1.71 -0.21 -0.91
H 5.858167 -5.895848 -0.774118 0.61 -1.08 -0.11
C -2.571195 5.496119 -1.087545 -0.08 -0.21 -0.33
F -6.036382 -3.475093 -0.189091 1.71 0.23 0.68
C 3.120868 -1.283829 -3.281383 -0.59 -0.86 0.20
H -2.098886 -1.041495 5.850893 0.42 0.06 0.43
H 2.528754 -3.599119 0.457240 -0.04 0.33 0.27
C 3.249574 3.992676 -0.051803 -0.07 -0.85 -0.15
F -4.547772 -2.532700 1.457038 -0.54 -1.04 -1.40
H -2.477357 -2.765077 2.790176 0.16 0.08 -0.35
C 3.815694 1.364422 0.841335 0.37 -2.24 -0.13
Cs -0.732533 -0.781664 -1.140373 -0.10 -0.03 0.27
H 3.670308 -5.659031 0.459472 0.45 -0.06 -0.31
C -1.050717 2.328915 2.255207 0.39 -0.06 -1.59
C -2.189903 -4.064817 -2.251269 -0.04 -0.99 -0.24
C -0.804773 -6.009598 -2.318617 -0.14 -0.01 0.50
C -0.660067 1.226172 4.503066 0.64 -0.94 -0.29
P 3.182166 -0.923598 -0.602774 -0.94 -2.87 0.88
C 3.284333 -0.330299 -2.274526 0.28 0.40 -0.22
H 4.254590 2.321058 -4.140849 0.03 0.08 -0.13
C -1.817045 -5.201605 -4.350917 -0.14 -0.55 0.68
H -2.171534 -2.738546 5.281289 -0.13 0.42 -0.25
H 7.402594 0.312432 1.804748 -0.19 -0.24 -0.54
H 0.229829 0.738815 4.967717 -1.08 0.67 0.08
C 5.305544 -5.004718 -0.872911 0.96 0.23 -0.44
C 3.487343 -3.628148 -0.039432 0.65 -1.56 -0.52
C 4.293438 0.087032 0.354733 0.80 2.57 0.06
C -1.593186 0.282820 3.719601 0.28 0.76 0.08
O -6.013574 -0.171879 -1.943705 1.18 0.50 1.27
H -0.151315 -6.733885 -1.850122 0.02 0.01 0.16
C -0.571393 1.154582 2.988118 -0.72 -0.70 0.27
H -2.382511 4.018424 2.315843 -0.09 0.26 -0.11
C 0.739073 4.829755 0.844661 -0.50 0.15 -0.34
H -0.981717 -2.256913 1.956049 -0.97 0.39 0.21
O 2.495132 1.675935 0.528541 0.72 1.11 -0.92
H 3.679745 6.078513 -0.004229 0.57 0.12 -0.10
H -4.698312 5.930536 -0.924116 0.70 -0.09 0.48
H -2.555358 4.161699 4.696814 0.77 -0.72 0.00
C -1.384255 -1.237656 3.811149 -1.72 1.56 0.97
C 5.628922 -0.257092 0.634743 -1.03 1.58 1.28
H 3.151087 -1.635501 -5.441711 0.41 0.38 1.07
H 6.753012 -4.018236 -2.205126 -0.27 -0.07 0.15
C 3.955648 1.311193 -3.903581 -0.36 -0.90 0.11
H 5.531576 -1.887503 -2.161355 0.03 0.05 0.00
C -6.257052 -0.197179 -0.480893 0.71 0.03 -0.09
H -5.576466 0.549687 -4.123743 0.37 -0.09 0.75
H -0.511363 -6.891421 -4.291121 -0.17 0.22 0.50
H -7.296781 -0.452469 -0.240731 0.34 -0.36 -0.73
H -2.683216 -3.307362 -1.691335 -0.31 0.49 0.11
H 2.776419 -2.303758 -3.061485 0.27 0.50 0.27
C -1.432264 -5.008632 -1.543193 0.62 -0.09 -2.04
H -1.233340 -4.921138 -0.484399 -0.24 -0.01 0.01
H -2.918221 1.277524 -4.060293 0.03 0.37 0.09
P -0.472713 2.406866 0.542508 -1.76 -2.26 1.06
C -2.289274 -1.674952 4.994892 0.01 0.02 -0.25
C 2.950432 5.319439 0.198880 0.21 0.58 -0.01
C -1.008522 -6.119373 -3.688624 0.19 0.08 -0.13
H -3.022527 -3.425080 -4.160883 0.10 -0.54 0.41
C 4.583438 2.144326 1.684521 0.48 0.59 -0.09
H 4.277588 3.762787 -0.381540 -0.79 -0.20 0.28
C 4.143960 -4.852087 -0.108873 -1.68 1.03 0.83
H -2.004622 -5.372153 -5.385842 -0.10 0.24 -0.72
H -2.522320 -1.270395 1.883580 0.18 0.14 0.26
H -4.005007 2.589276 -3.880272 0.35 -1.19 0.24
H 6.629056 2.434185 2.438714 -0.51 0.00 0.17
C -4.217288 4.038157 -0.039914 0.49 0.52 0.14
C 3.881231 0.314577 -4.874148 -0.65 0.25 -0.08
H 1.679338 6.823148 1.019659 -0.30 -0.70 -0.17
H -2.659253 0.655923 3.633546 1.29 -0.57 0.15
C 0.935205 3.472782 0.529782 1.07 1.51 -0.28
B -4.647738 -3.226627 0.184956 -0.27 0.75 -0.22
H -1.111316 2.619615 6.139372 -0.20 -0.10 -0.29
```
Forces are in eV/Å.

## Properties
Total charge: -2
Calculated total energy: -3359.65098 Eh
Energy above the lowest of the compared OMol25 structures with the same formula, charge and spin: 58.5 kJ/mol
Kohn-Sham gap (spin up / spin down): 0.099 / 0.082 hartree
LUMO (spin up / spin down): 3.290 / 3.294 eV